Formula: C4H10O2
Source: the Open Molecules 2025 dataset
Level of theory: wB97M-V/def2-TZVPD

The total charge is 0. For the HOMO-LUMO gap, the calculation gives 10.699 eV. For the HOMO energy, the calculation gives -9.8346 eV. Its structure (SMILES) is CC(CO)CO. For the energy relative to the best compared isomer or geometry (same formula, charge and spin), the calculation gives 18.2 kcal/mol.

Cartesian coordinates (Å):
C: -1.606 -0.783 0.190
C: -0.449 0.162 -0.138
C: 0.669 -0.588 -0.851
O: 1.510 0.374 -1.490
C: 0.074 0.859 1.135
O: 1.405 1.316 1.045
H: -2.054 -1.195 -0.722
H: -1.256 -1.623 0.804
H: -2.397 -0.274 0.752
H: -0.803 0.922 -0.849
H: 0.247 -1.270 -1.604
H: 1.237 -1.184 -0.123
H: 2.383 -0.016 -1.617
H: -0.591 1.698 1.391
H: 0.037 0.146 1.972
H: 1.595 1.456 0.104

Formula: C33H71N4O11P
Source: the Open Molecules 2025 dataset
Level of theory: wB97M-V/def2-TZVPD

The total charge is 0. For the HOMO-LUMO gap, the calculation gives 8.465 eV. For the HOMO energy, the calculation gives -8.0583 eV. Its structure (SMILES) is [H]/N=C(/N)NCCCC[C@H]1C[C@@](CC=O)(P(CC)CC)NC1=O.COCCOCCOC.COCCOCCOC.COCCOCCOC. For the energy relative to the best compared isomer or geometry (same formula, charge and spin), the calculation gives 20.9 kcal/mol.

Cartesian coordinates (Å):
H: 1.423 4.043 3.526
N: 1.702 4.589 2.717
C: 2.174 3.789 1.860
N: 2.675 4.267 0.629
N: 2.235 2.371 2.088
C: 0.978 1.724 1.615
C: 1.185 0.232 1.411
C: 0.185 -0.376 0.405
C: -0.676 -1.459 1.084
C: -1.969 -1.822 0.341
C: -3.011 -2.409 1.345
C: -3.904 -1.227 1.756
C: -5.263 -1.807 2.211
C: -6.380 -0.804 2.102
O: -6.699 -0.082 3.020
P: -3.119 -0.070 2.991
C: -3.508 -0.614 4.703
C: -2.657 0.231 5.657
C: -3.813 1.618 2.700
C: -2.723 2.518 2.066
N: -3.919 -0.431 0.523
C: -2.783 -0.678 -0.257
O: -2.536 -0.065 -1.302
H: 1.927 4.676 0.084
H: 3.026 3.498 0.077
H: 2.984 1.980 1.528
H: 0.235 1.878 2.388
H: 0.649 2.190 0.686
H: 1.093 -0.255 2.376
H: 2.197 0.040 1.062
H: 0.751 -0.851 -0.390
H: -0.459 0.384 -0.021
H: -0.052 -2.350 1.118
H: -0.847 -1.155 2.106
H: -1.698 -2.562 -0.400
H: -3.573 -3.144 0.778
H: -2.479 -2.896 2.158
H: -5.171 -2.072 3.258
H: -5.499 -2.704 1.647
H: -6.893 -0.742 1.124
H: -3.158 -1.640 4.783
H: -4.559 -0.546 4.971
H: -2.802 -0.088 6.681
H: -1.612 0.115 5.383
H: -2.873 1.289 5.546
H: -4.141 2.066 3.631
H: -4.649 1.561 2.014
H: -2.183 3.009 2.869
H: -3.139 3.215 1.352
H: -2.013 1.866 1.569
H: -4.778 -0.371 0.002
C: -6.980 7.824 0.696
O: -5.802 7.941 1.461
C: -5.639 9.204 2.083
C: -5.077 9.079 3.482
O: -5.970 8.546 4.445
C: -6.288 7.165 4.399
C: -5.166 6.235 4.802
O: -4.158 6.162 3.808
C: -2.848 6.093 4.327
H: -6.886 8.349 -0.261
H: -7.140 6.764 0.499
H: -7.850 8.210 1.238
H: -6.592 9.744 2.123
H: -4.934 9.793 1.482
H: -4.868 10.094 3.829
H: -4.127 8.542 3.476
H: -6.701 6.881 3.429
H: -7.083 7.040 5.137
H: -5.583 5.229 4.944
H: -4.744 6.572 5.755
H: -2.680 6.856 5.094
H: -2.154 6.267 3.506
H: -2.651 5.101 4.752
C: 3.708 -7.161 -2.054
O: 2.555 -6.568 -2.614
C: 1.407 -6.638 -1.786
C: 0.590 -5.365 -1.840
O: 1.178 -4.244 -1.199
C: 2.313 -3.641 -1.797
C: 2.048 -2.904 -3.091
O: 1.791 -3.797 -4.161
C: 0.794 -3.346 -5.052
H: 3.658 -8.253 -2.110
H: 4.568 -6.820 -2.630
H: 3.847 -6.856 -1.011
H: 1.686 -6.844 -0.747
H: 0.776 -7.463 -2.143
H: -0.331 -5.553 -1.283
H: 0.300 -5.130 -2.866
H: 3.125 -4.360 -1.915
H: 2.649 -2.896 -1.071
H: 2.940 -2.312 -3.338
H: 1.205 -2.217 -2.954
H: -0.098 -3.007 -4.514
H: 0.519 -4.186 -5.688
H: 1.166 -2.532 -5.684
C: 4.544 -4.664 -5.133
O: 5.947 -4.722 -5.304
C: 6.390 -4.337 -6.591
C: 7.655 -3.511 -6.525
O: 7.488 -2.199 -6.012
C: 7.239 -2.027 -4.628
C: 8.414 -2.316 -3.720
O: 8.677 -3.706 -3.620
C: 10.049 -4.025 -3.582
H: 4.051 -5.516 -5.615
H: 4.335 -4.703 -4.066
H: 4.131 -3.731 -5.528
H: 5.615 -3.769 -7.117
H: 6.603 -5.247 -7.169
H: 7.994 -3.365 -7.554
H: 8.447 -4.048 -6.000
H: 6.354 -2.580 -4.308
H: 7.012 -0.963 -4.520
H: 8.180 -1.937 -2.716
H: 9.295 -1.783 -4.093
H: 10.600 -3.514 -4.380
H: 10.141 -5.100 -3.731
H: 10.491 -3.764 -2.614